# 1
ORCA calculation (ωB97M-V/def2-TZVPD) on a single C4H8S4 molecule in a non-equilibrium geometry.

```
16
Properties=species:S:1:pos:R:3:forces:R:3
S 1.8924 -0.0790 2.4101 0.41 1.16 1.58
S -1.9882 0.3744 -1.3543 0.97 -1.46 -0.08
S -0.1162 -1.4841 0.1642 0.25 0.49 -0.80
S 0.3116 1.4723 0.3701 -0.38 -0.88 0.94
C -0.2041 0.1378 -0.7145 0.19 -0.60 -2.26
C 0.6765 -0.0824 -2.0564 0.24 -2.04 3.09
C 0.2524 0.4204 1.9439 -2.47 0.67 0.56
C -0.7032 -0.8148 1.7135 1.96 1.38 -1.78
H -2.0440 1.5307 -0.8122 -0.42 1.73 0.63
H 1.7480 -0.2692 -1.8268 -0.65 0.09 0.33
H -0.2109 1.0430 2.7796 0.74 -0.60 -1.21
H 0.2493 -1.0569 -2.3197 0.30 0.29 -0.98
H -1.7388 -0.6445 1.6108 -1.16 0.88 0.09
H 0.6841 0.6232 -2.8284 -0.83 1.23 -0.89
H -0.5495 -1.6075 2.3698 0.41 -1.01 1.69
H 1.9371 0.9984 3.3211 0.43 -1.35 -0.91
```
Positions in Å, forces in eV/Å.

# 2
ORCA calculation (ωB97M-V/def2-TZVPD) on 3 unconnected molecules or ions with the total composition C5H16N2O3 in a non-equilibrium geometry.

```
26
Properties=species:S:1:pos:R:3:forces:R:3
O 1.1913 0.5774 2.0778 -1.85 0.52 -0.74
O 2.4552 2.2119 -0.0548 2.58 5.34 2.23
O 0.9814 -1.6100 0.9011 0.33 -3.18 0.64
N -0.6524 1.1694 0.7262 1.47 -3.10 1.02
N 0.6303 -1.1958 -1.7564 -0.67 -2.10 -2.51
C 0.0952 -0.0510 -2.5160 -0.96 -1.22 4.33
C -1.0956 0.5852 -1.7291 -0.59 0.83 -3.07
C -0.8308 -0.5418 2.5078 -0.81 -2.50 0.25
C -1.3285 0.3132 -0.3136 -2.02 0.53 2.35
C 0.0255 0.3567 1.7034 1.11 2.50 0.80
H 2.0253 1.4796 -0.2491 -2.89 -5.67 -2.00
H -1.8550 -0.7051 2.1502 0.22 0.46 -0.11
H 0.6198 -0.9626 -0.7921 0.09 -0.72 0.51
H 0.1549 -2.1793 -1.9787 1.24 3.21 0.95
H -2.3664 0.7370 -0.1152 0.54 -1.95 -0.48
H 0.0203 1.7800 0.3587 1.07 1.23 -0.84
H -0.4037 -1.5941 2.5650 -0.46 1.71 0.33
H -0.8908 -0.1504 3.5158 0.07 0.16 0.18
H -1.0940 -0.7646 -0.1019 -1.08 1.03 0.08
H 2.2409 2.2548 0.8956 0.44 0.21 -0.25
H -1.0783 1.6734 -1.8444 -0.05 0.08 -0.28
H 0.8375 0.6419 -2.7033 1.71 1.43 -0.35
H 0.7255 -2.4767 1.3704 1.12 1.99 -1.25
H 1.9208 -1.4125 1.0808 -0.63 -0.31 0.13
H -0.3103 -0.3783 -3.3799 -0.92 -1.00 -3.05
H -2.0180 0.2417 -2.3183 0.95 0.50 1.12
```
Positions in Å, forces in eV/Å.

How do the records compare in ΔE to the lowest compared entry with this formula, charge and spin? In the order shown, they have 18.68 78.65 kcal per mole.